# C23H74O23

A 14-piece molecular cluster, C23H74O23 overall in a non-equilibrium geometry (ωB97M-V/def2-TZVPD, the Open Molecules 2025 dataset).

As for the orbital gap: 9.53 eV. The calculation puts the LUMO energy at 0.086 eV. As for the HOMO energy: -9.4 eV. Its relative energy (zero: lowest compared OMol25 entry of this formula, charge and spin) is 231.62 kJ/mol. The total energy comes out at -72134.3213 eV.

The geometry in ORCA input format:
```
! RIJCOSX wB97M-V def2-TZVPD def2/J DEFGRID3
* xyz 0 1
C -0.2768 -3.7544 3.0623
O 0.7062 -4.1450 4.0811
H -0.1977 -4.3958 2.1845
H -1.2976 -3.8393 3.4349
H -0.1030 -2.7581 2.6558
H 0.3605 -3.7808 4.8993
C -3.7301 -0.5662 0.4568
O -2.6657 -1.0661 1.2650
H -3.4074 -0.1062 -0.4772
H -4.3674 -1.3486 0.0448
H -4.4251 0.0397 1.0381
H -2.8397 -1.0481 2.2090
C 1.4253 2.6759 -3.0370
O 1.4531 4.0531 -2.5805
H 0.3713 2.3995 -3.0080
H 2.0546 2.5330 -3.9155
H 1.8777 2.1666 -2.1862
H 0.7073 4.4411 -3.0440
C 0.4785 -0.0170 -0.0324
O -0.0875 -1.2492 0.4445
H 0.1070 0.8196 0.5593
H 1.5669 0.0267 -0.0716
H 0.3163 0.1573 -1.0960
H -1.0351 -1.1418 0.5541
C 3.8244 -0.8198 -2.5497
O 3.4953 0.4380 -3.0685
H 4.8470 -1.1237 -2.7732
H 3.7612 -0.8849 -1.4635
H 3.1305 -1.5418 -2.9802
H 4.1063 1.0788 -2.6974
C -1.6387 -0.2094 4.6230
C -2.7294 0.9278 4.3465
O -3.9333 0.5577 5.0452
O -2.2624 -1.4520 4.2080
H -1.2450 -0.1834 5.6391
H -0.7300 -0.0069 4.0561
H -2.8898 1.1044 3.2829
H -2.5575 1.9571 4.6613
H -4.6807 1.0211 4.6600
H -2.7500 -1.6864 5.0011
C 3.3383 -0.2525 2.5909
C 2.7752 -1.6453 2.8411
O 3.7147 -2.5017 3.4398
O 3.9134 0.3369 3.7297
H 2.6106 0.3959 2.1029
H 4.1292 -0.3449 1.8466
H 2.5797 -2.1981 1.9222
H 1.8516 -1.5302 3.4084
H 3.4544 -3.4254 3.4124
H 4.1045 1.2478 3.4943
C 3.5145 -4.3001 -0.6955
C 3.8705 -5.5061 0.2022
O 3.8426 -5.0568 1.5949
O 3.7514 -4.6876 -2.0566
H 4.2425 -3.4936 -0.6074
H 2.5165 -3.9174 -0.4820
H 4.8398 -5.9026 -0.1001
H 3.0606 -6.2193 0.0494
H 3.4003 -5.6903 2.1646
H 3.0500 -5.2935 -2.3068
C -1.0622 -3.2353 -2.1875
C 0.1191 -2.8699 -3.0943
O -0.4350 -2.6121 -4.4304
O -1.9104 -2.1440 -2.0209
H -0.5568 -3.3946 -1.2350
H -1.4184 -4.1814 -2.5952
H 0.8700 -3.6576 -3.1568
H 0.6215 -1.9513 -2.7911
H -0.8298 -1.7433 -4.5350
H -2.3048 -2.3129 -1.1621
C -2.6868 0.9350 -4.1959
C -3.8756 -0.0256 -4.3168
O -3.9822 -0.7968 -3.1901
O -1.4747 0.2002 -4.4183
H -2.6223 1.4304 -3.2272
H -2.8151 1.6630 -4.9970
H -3.8194 -0.7122 -5.1615
H -4.7833 0.5584 -4.4687
H -3.1448 -1.2588 -3.2736
H -0.7413 0.8157 -4.4879
C -4.5761 -4.5722 -0.4804
C -5.8687 -3.7543 -0.6426
O -6.4322 -3.2538 0.4711
O -3.5322 -3.7271 -0.2699
H -4.2782 -5.2572 -1.2742
H -4.7264 -5.1907 0.4043
H -6.5314 -4.5061 -1.0713
H -5.7753 -2.9447 -1.3664
H -6.9723 -2.4929 0.2455
H -3.7488 -3.2485 0.5336
C 4.6312 2.3610 -0.3594
C 3.7361 3.4693 0.1433
O 4.4263 4.7542 0.0938
O 4.7135 2.4987 -1.7120
H 4.2314 1.4015 -0.0313
H 5.5932 2.5511 0.1164
H 3.4778 3.4462 1.2020
H 2.8191 3.5923 -0.4329
H 4.4299 5.1620 0.9628
H 4.9134 3.4327 -1.8088
C -1.8706 4.9615 -2.3992
C -1.0027 5.8515 -1.4061
O -0.1802 5.0597 -0.6217
O -1.1280 4.8495 -3.5748
H -2.7633 5.5124 -2.6954
H -2.1316 3.9829 -1.9963
H -1.6404 6.5712 -0.8929
H -0.2767 6.3825 -2.0219
H 0.3990 4.5033 -1.1476
H -1.6974 4.6683 -4.3261
C 0.3003 4.5927 2.4952
C 0.9070 4.7020 3.8941
O 1.6486 5.8549 4.1419
O -0.5461 5.6816 2.3590
H -0.2490 3.6680 2.3182
H 1.1742 4.7766 1.8702
H 1.6238 3.8902 4.0173
H 0.1898 4.4523 4.6760
H 0.9388 6.5012 4.1306
H -0.6729 5.8222 1.4179
*
```

---

# C3H3I2N

C3H3I2N as an isolated structure in a non-equilibrium geometry (ωB97M-V/def2-TZVPD, the Open Molecules 2025 dataset).

As for the orbital gap: 7.73 eV. The calculation puts the LUMO energy at -1.148 eV. As for the HOMO energy: -8.9 eV. Its relative energy (zero: lowest compared OMol25 entry of this formula, charge and spin) is 332.12 kJ/mol. The total energy comes out at -20846.6334 eV.

The geometry in ORCA input format:
```
! RIJCOSX wB97M-V def2-TZVPD def2/J DEFGRID3
* xyz 0 1
C 0.9378 -1.3238 0.5930
C 0.1256 -0.4773 0.2977
C -0.9175 0.4535 -0.2267
N -2.1551 0.0668 0.3506
I -3.6993 1.3562 0.0266
I -2.5990 -1.9464 -0.0155
H 1.2496 -2.0942 1.2146
H -0.8971 0.4740 -1.4733
H -0.6165 1.5681 0.0717
*
```

---

# C20H31IN3OPS

A 2-piece molecular cluster, C20H31IN3OPS overall in a non-equilibrium geometry (ωB97M-V/def2-TZVPD, the Open Molecules 2025 dataset).

As for the orbital gap: 6.70 eV. The calculation puts the LUMO energy at -1.169 eV. As for the HOMO energy: -7.9 eV. The total energy comes out at -55975.6314 eV. Its SMILES is CC[C@H](I)c1c(P(CC)CC)cc2nsnc2c1N=C(C)C.C1CCOC1.

The geometry in ORCA input format:
```
! RIJCOSX wB97M-V def2-TZVPD def2/J DEFGRID3
* xyz 0 1
C 0.6827 -2.7852 0.6828
C -0.8276 -2.4832 1.1243
C -1.6567 -1.5057 0.1432
I -0.8438 -1.3258 -1.8712
C -1.9625 -0.0797 0.8608
C -0.9073 1.0692 1.0876
P 0.8870 0.9335 0.5200
C 2.0549 1.8916 1.6934
C 2.3051 3.4216 1.2680
C 0.9510 1.9222 -1.1158
C 2.4098 1.9019 -1.8193
C -1.2856 2.3959 1.8382
C -2.7116 2.6740 2.4169
N -3.1573 3.8520 3.1487
S -4.8065 3.4835 3.4954
N -4.9911 1.9324 2.7633
C -3.7501 1.5150 2.1620
C -3.4078 0.1691 1.4092
N -4.5085 -0.8274 1.2575
C -5.1468 -0.4813 0.1225
C -6.1703 0.7647 0.0451
C -4.9066 -1.2779 -1.2713
H 0.7589 -3.3679 -0.3146
H 1.1114 -3.5161 1.4765
H 1.3780 -1.8770 0.6964
H -1.3776 -3.5040 1.1050
H -0.9428 -2.0975 2.1981
H -2.7027 -1.9847 0.0225
H 1.6019 1.7676 2.7455
H 3.0772 1.3556 1.6162
H 2.7309 4.0371 2.1317
H 1.3435 3.9650 0.9180
H 3.0467 3.5227 0.3865
H 0.6873 3.0368 -0.9538
H 0.1747 1.5458 -1.8872
H 2.6898 3.0006 -2.0599
H 2.3164 1.3786 -2.8285
H 3.2370 1.4882 -1.1463
H -0.4818 3.1873 2.0069
H -5.5180 1.7227 0.0895
H -6.6769 0.7686 -0.9820
H -6.8956 0.8092 0.9234
H -4.0620 -0.7068 -1.8097
H -5.8686 -1.3559 -1.8852
H -4.4967 -2.3423 -1.0798
C 3.8539 -2.6617 -2.4300
C 4.8747 -3.0448 -1.3817
C 5.4097 -1.6925 -0.9532
O 4.3381 -0.7531 -1.1128
C 3.2847 -1.3774 -1.8612
H 3.0929 -3.4251 -2.6022
H 4.3572 -2.4587 -3.3814
H 4.3749 -3.5332 -0.5385
H 5.6542 -3.7140 -1.7504
H 6.2365 -1.3703 -1.5953
H 5.7519 -1.6864 0.0844
H 2.4593 -1.5808 -1.1716
H 2.9305 -0.6962 -2.6362
*
```